# 1
The following is a DFT calculation (ωB97M-V/def2-TZVPD) of 4 unconnected molecules or ions with the total composition C24H58ClIN6O5P2 in a non-equilibrium geometry.

Last columns: bonded neighbours and bond lengths (Å).
Element x y z (Å)
1 N -0.903 2.965 0.962  C2 1.544, H19 1.057, H20 1.054
2 C -0.856 1.529 1.527  N1 1.544, N3 1.524, N4 1.511, C5 1.634
3 N -2.298 1.037 1.478  C2 1.524, H21 1.063, H22 1.064
4 N -0.279 1.658 2.917  C2 1.511, H23 1.059, H24 1.045
5 C 0.036 0.662 0.466  C2 1.634, C6 1.631, H25 1.194, H26 1.193
6 C 0.500 -0.822 0.958  C5 1.631, P7 1.924, C10 1.672, C16 1.634
7 P 2.399 -0.863 0.653  C6 1.924, O8 1.766, Cl9 2.166
8 O 3.151 -2.220 1.496  P7 1.766, H27 1.002
9 Cl 3.343 0.857 1.573  P7 2.166
10 C -0.266 -1.810 -0.152  C6 1.672, O11 1.336, O12 1.501
11 O -0.105 -1.898 -1.476  C10 1.336
12 O -1.287 -2.678 0.524  C10 1.501, C13 1.480
13 C -0.675 -3.000 1.833  O12 1.480, O14 1.472, I15 2.192, C16 1.647
14 O -1.684 -3.353 2.845  C13 1.472, H28 1.010
15 I 0.702 -4.705 1.774  C13 2.192
16 C -0.129 -1.517 2.296  C6 1.634, C13 1.647, P17 1.941, H29 1.193
17 P 0.920 -1.392 3.924  C16 1.941, O18 1.610, H30 1.454, H31 1.440
18 O 0.027 -0.661 5.046  P17 1.610
19 H -0.068 3.504 1.321  N1 1.057
20 H -1.738 3.418 1.417  N1 1.054
21 H -2.230 0.069 1.044  N3 1.063
22 H -2.726 1.611 0.691  N3 1.064
23 H -0.995 2.048 3.594  N4 1.059
24 H 0.605 2.215 2.944  N4 1.045
25 H 0.964 1.308 0.084  C5 1.194
26 H -0.644 0.521 -0.505  C5 1.193
27 H 4.123 -2.268 1.259  O8 1.002
28 H -1.745 -4.358 2.915  O14 1.010
29 H -1.141 -1.010 2.672  C16 1.193
30 H 2.115 -0.579 3.763  P17 1.454
31 H 1.289 -2.721 4.339  P17 1.440
32 C -3.621 5.715 8.622  C33 1.526, H39 1.095, H40 1.095, H41 1.093
33 C -2.577 4.651 8.294  C32 1.526, N34 1.464, H42 1.097, H43 1.094
34 N -2.513 4.305 6.873  C33 1.464, C35 1.467, C37 1.464
35 C -1.736 3.090 6.604  N34 1.467, C36 1.525, H44 1.098, H45 1.098
36 C -0.246 3.121 6.926  C35 1.525, H46 1.089, H47 1.096, H48 1.093
37 C -2.280 5.411 5.943  N34 1.464, C38 1.525, H49 1.097, H50 1.098
38 C -1.021 6.250 6.140  C37 1.525, H51 1.092, H52 1.096, H53 1.091
39 H -4.609 5.427 8.248  C32 1.095
40 H -3.696 5.838 9.707  C32 1.095
41 H -3.359 6.688 8.199  C32 1.093
42 H -2.846 3.754 8.866  C33 1.097
43 H -1.605 4.981 8.673  C33 1.094
44 H -1.863 2.801 5.553  C35 1.098
45 H -2.190 2.268 7.174  C35 1.098
46 H 0.314 3.708 6.200  C36 1.089
47 H 0.157 2.102 6.888  C36 1.096
48 H -0.044 3.506 7.929  C36 1.093
49 H -3.145 6.084 5.988  C37 1.097
50 H -2.292 5.034 4.911  C37 1.098
51 H -0.864 6.532 7.183  C38 1.092
52 H -1.107 7.178 5.565  C38 1.096
53 H -0.129 5.735 5.779  C38 1.091
54 C 3.420 -2.577 -2.409  C55 1.526, H61 1.095, H62 1.095, H63 1.093
55 C 4.098 -1.366 -3.042  C54 1.526, N56 1.464, H64 1.097, H65 1.094
56 N 5.303 -1.695 -3.807  C55 1.464, C57 1.467, C59 1.464
57 C 6.109 -0.521 -4.157  N56 1.467, C58 1.525, H66 1.098, H67 1.098
58 C 5.486 0.506 -5.096  C57 1.525, H68 1.089, H69 1.096, H70 1.093
59 C 5.147 -2.685 -4.874  N56 1.464, C60 1.525, H71 1.097, H72 1.098
60 C 4.127 -2.392 -5.969  C59 1.525, H73 1.092, H74 1.096, H75 1.091
61 H 4.124 -3.148 -1.795  C54 1.095
62 H 2.601 -2.248 -1.762  C54 1.095
63 H 2.993 -3.246 -3.162  C54 1.093
64 H 4.371 -0.689 -2.223  C55 1.097
65 H 3.366 -0.831 -3.656  C55 1.094
66 H 7.067 -0.850 -4.581  C57 1.098
67 H 6.381 -0.009 -3.224  C57 1.098
68 H 5.455 0.150 -6.124  C58 1.089
69 H 6.095 1.418 -5.094  C58 1.096
70 H 4.479 0.796 -4.787  C58 1.093
71 H 4.883 -3.646 -4.415  C59 1.097
72 H 6.121 -2.876 -5.344  C59 1.098
73 H 3.172 -2.044 -5.570  C60 1.092
74 H 3.924 -3.308 -6.535  C60 1.096
75 H 4.497 -1.654 -6.683  C60 1.091
76 C -1.878 -1.041 -6.931  C77 1.526, H83 1.095, H84 1.095, H85 1.093
77 C -1.801 -1.817 -5.620  C76 1.526, N78 1.464, H86 1.097, H87 1.094
78 N -3.095 -1.986 -4.957  C77 1.464, C79 1.467, C81 1.464
79 C -2.983 -2.460 -3.573  N78 1.467, C80 1.525, H88 1.098, H89 1.098
80 C -2.399 -3.852 -3.351  C79 1.525, H90 1.089, H91 1.096, H92 1.093
81 C -4.155 -2.615 -5.747  N78 1.464, C82 1.525, H93 1.097, H94 1.098
82 C -3.886 -4.006 -6.313  C81 1.525, H95 1.092, H96 1.096, H97 1.091
83 H -2.369 -0.073 -6.789  C76 1.095
84 H -0.868 -0.851 -7.310  C76 1.095
85 H -2.418 -1.595 -7.703  C76 1.093
86 H -1.132 -1.255 -4.956  C77 1.097
87 H -1.315 -2.780 -5.807  C77 1.094
88 H -3.967 -2.410 -3.089  C79 1.098
89 H -2.365 -1.740 -3.020  C79 1.098
90 H -3.105 -4.635 -3.623  C80 1.089
91 H -2.171 -3.985 -2.287  C80 1.096
92 H -1.466 -4.005 -3.899  C80 1.093
93 H -4.398 -1.951 -6.585  C81 1.097
94 H -5.081 -2.650 -5.158  C81 1.098
95 H -2.903 -4.084 -6.783  C82 1.092
96 H -4.629 -4.237 -7.084  C82 1.096
97 H -3.971 -4.780 -5.549  C82 1.091

Values from the calculation:
E = -84203.198 eV
largest force on an atom = 9.07 eV/Å
HOMO = -7.933 eV
molar mass = 735.1 g/mol
HOMO-LUMO gap = 7.128 eV
structure (SMILES) = NC(N)(N)C[C@]1(P(O)Cl)C(=O)O[C@@](O)(I)[C@H]1[PH2]=O.CCN(CC)CC.CCN(CC)CC.CCN(CC)CC

Mulliken population analysis, charges in e, atoms 1 to 8: number 1, N, carries -0.80; number 2, C, carries 0.69; number 3, N, carries -0.69; number 4, N, carries -0.21; number 5, C, carries -1.60; number 6, C, carries 1.55; number 7, P, carries 0.45; number 8, O, carries -0.47



# 2
The following is a DFT calculation (ωB97M-V/def2-TZVPD) of 10 unconnected molecules or ions with the total composition C24H58F13NO11PS in a non-equilibrium geometry.

Last columns: bonded neighbours and bond lengths (Å).
Element x y z (Å)
1 C 2.055 -1.820 1.590  C2 1.534, H34 1.087, H35 1.094, H36 1.087
2 C 2.328 -1.884 0.082  C1 1.534, O3 1.197, O4 1.370
3 O 1.574 -2.473 -0.637  C2 1.197
4 O 3.456 -1.259 -0.380  C2 1.370, C5 1.436
5 C 3.165 -0.402 -1.496  O4 1.436, C6 1.543, H37 1.095, H38 1.087
6 C 2.981 1.057 -1.026  C5 1.543, C7 1.555, H39 1.090, H40 1.097
7 C 1.532 1.243 -0.495  C6 1.555, C8 1.565, H41 1.094, H42 1.089
8 C 0.712 2.331 -1.265  C7 1.565, C9 1.544, H43 1.103, H44 1.087
9 C -0.077 3.282 -0.340  C8 1.544, P10 1.908, H45 1.096, H46 1.098
10 P -1.972 3.076 -0.258  C9 1.908, N11 1.816, S12 2.253, C13 1.952, H47 1.469, H48 1.471
11 N -2.126 3.073 -2.068  P10 1.816, H49 1.020, H50 1.014
12 S -1.871 0.825 -0.254  P10 2.253, H51 1.352
13 C -3.907 2.933 -0.051  P10 1.952, C14 1.532, H52 1.091, H53 1.100
14 C -4.361 2.408 1.315  C13 1.532, C15 1.520, H54 1.092, H55 1.096
15 C -5.447 1.344 1.303  C14 1.520, F16 1.374, F17 1.342, C18 1.562
16 F -5.727 1.059 2.618  C15 1.374
17 F -4.972 0.193 0.804  C15 1.342
18 C -6.810 1.769 0.668  C15 1.562, F19 1.338, F20 1.335, C21 1.554
19 F -7.822 1.482 1.495  C18 1.338
20 F -6.805 3.101 0.583  C18 1.335
21 C -7.150 1.229 -0.750  C18 1.554, F22 1.316, F23 1.343, C24 1.561
22 F -6.102 0.919 -1.483  C21 1.316
23 F -7.793 2.212 -1.400  C21 1.343
24 C -8.150 0.032 -0.809  C21 1.561, F25 1.344, F26 1.323, C27 1.540
25 F -8.282 -0.255 -2.115  C24 1.344
26 F -9.356 0.389 -0.401  C24 1.323
27 C -7.706 -1.290 -0.156  C24 1.540, F28 1.323, F29 1.327, C30 1.561
28 F -7.438 -1.176 1.135  C27 1.323
29 F -6.611 -1.738 -0.757  C27 1.327
30 C -8.751 -2.441 -0.290  C27 1.561, F31 1.306, F32 1.311, F33 1.331
31 F -8.923 -2.828 -1.526  C30 1.306
32 F -9.892 -2.147 0.286  C30 1.311
33 F -8.251 -3.481 0.374  C30 1.331
34 H 1.081 -2.254 1.796  C1 1.087
35 H 1.990 -0.759 1.850  C1 1.094
36 H 2.836 -2.324 2.153  C1 1.087
37 H 4.032 -0.416 -2.165  C5 1.095
38 H 2.283 -0.720 -2.047  C5 1.087
39 H 3.257 1.767 -1.805  C6 1.090
40 H 3.662 1.157 -0.172  C6 1.097
41 H 0.982 0.312 -0.662  C7 1.094
42 H 1.530 1.477 0.569  C7 1.089
43 H 1.474 2.944 -1.774  C8 1.103
44 H 0.110 1.874 -2.046  C8 1.087
45 H 0.118 4.309 -0.666  C9 1.096
46 H 0.299 3.226 0.690  C9 1.098
47 H -1.885 3.143 1.207  P10 1.469
48 H -2.124 4.539 -0.307  P10 1.471
49 H -2.417 2.140 -2.358  N11 1.020
50 H -2.928 3.666 -2.253  N11 1.014
51 H -1.668 0.425 1.021  S12 1.352
52 H -4.295 2.371 -0.902  C13 1.091
53 H -4.297 3.957 -0.151  C13 1.100
54 H -4.728 3.221 1.945  C14 1.092
55 H -3.521 1.964 1.862  C14 1.096
56 C 6.438 -2.273 2.111  O57 1.424, H58 1.086, H59 1.094, H60 1.092
57 O 5.081 -1.904 1.885  C56 1.424, H61 0.964
58 H 6.633 -2.205 3.177  C56 1.086
59 H 6.618 -3.300 1.780  C56 1.094
60 H 7.115 -1.598 1.584  C56 1.092
61 H 4.904 -1.965 0.940  O57 0.964
62 C 9.286 -3.928 3.926  O63 1.419, H64 1.088, H65 1.093, H66 1.094
63 O 9.297 -2.771 3.105  C62 1.419, H67 0.963
64 H 8.417 -4.525 3.660  C62 1.088
65 H 10.193 -4.516 3.762  C62 1.093
66 H 9.217 -3.643 4.981  C62 1.094
67 H 10.072 -2.255 3.355  O63 0.963
68 C -4.883 -2.606 2.510  O69 1.427, H70 1.088, H71 1.095, H72 1.089
69 O -4.054 -2.378 3.649  C68 1.427, H73 0.960
70 H -4.467 -3.438 1.948  C68 1.088
71 H -5.900 -2.858 2.828  C68 1.095
72 H -4.904 -1.720 1.877  C68 1.089
73 H -4.430 -1.639 4.132  O69 0.960
74 C -0.162 -1.894 -4.064  O75 1.427, H76 1.088, H77 1.093, H78 1.093
75 O 1.220 -1.885 -3.705  C74 1.427, H79 0.963
76 H -0.324 -1.117 -4.809  C74 1.088
77 H -0.436 -2.865 -4.486  C74 1.093
78 H -0.779 -1.685 -3.187  C74 1.093
79 H 1.350 -2.570 -3.040  O75 0.963
80 C 0.750 -5.845 -5.489  O81 1.424, H82 1.087, H83 1.093, H84 1.094
81 O -0.495 -5.197 -5.727  C80 1.424, H85 0.960
82 H 1.468 -5.087 -5.185  C80 1.087
83 H 0.654 -6.586 -4.690  C80 1.093
84 H 1.111 -6.336 -6.398  C80 1.094
85 H -1.127 -5.868 -5.993  O81 0.960
86 C -3.088 1.444 -5.588  O87 1.421, H88 1.087, H89 1.094, H90 1.095
87 O -3.546 0.882 -4.366  C86 1.421, H91 0.960
88 H -2.615 2.395 -5.358  C86 1.087
89 H -2.354 0.787 -6.066  C86 1.094
90 H -3.924 1.616 -6.275  C86 1.095
91 H -3.962 0.040 -4.564  O87 0.960
92 C 2.851 1.789 3.905  O93 1.421, H94 1.088, H95 1.094, H96 1.095
93 O 2.000 2.069 2.802  C92 1.421, H97 0.961
94 H 2.941 0.709 3.994  C92 1.088
95 H 3.846 2.216 3.746  C92 1.094
96 H 2.429 2.189 4.832  C92 1.095
97 H 1.923 3.024 2.725  O93 0.961
98 C 0.640 7.314 -1.056  O99 1.421, H100 1.087, H101 1.095, H102 1.093
99 O 1.388 6.168 -1.440  C98 1.421, H103 0.960
100 H 0.608 7.343 0.030  C98 1.087
101 H 1.115 8.230 -1.424  C98 1.095
102 H -0.382 7.253 -1.439  C98 1.093
103 H 1.409 6.142 -2.399  O99 0.960
104 C 12.158 -1.947 5.924  O105 1.426, H106 1.087, H107 1.093, H108 1.093
105 O 11.981 -2.164 4.525  C104 1.426, H109 0.960
106 H 11.178 -1.955 6.392  C104 1.087
107 H 12.770 -2.739 6.361  C104 1.093
108 H 12.632 -0.979 6.105  C104 1.093
109 H 12.849 -2.156 4.118  O105 0.960

Values from the calculation:
charge = -1
E = -105288.340 eV
largest force on an atom = 2.28 eV/Å
HOMO = -4.052 eV
molar mass = 846.7 g/mol
HOMO-LUMO gap = 5.614 eV

Mulliken population analysis, charges in e, atoms 1 to 8: number 1, C, carries -0.61; number 2, C, carries 0.75; number 3, O, carries -0.53; number 4, O, carries -0.40; number 5, C, carries -0.81; number 6, C, carries -0.89; number 7, C, carries 0.57; number 8, C, carries -0.57